[1]
Formula: C52H57Cl2F2ILaN6O3P
Source: the Open Molecules 2025 dataset
Level of theory: ωB97M-V/def2-TZVPD

Each line ends with the Mulliken charge.
CARTESIAN COORDINATES (ANGSTROEM)
La -1.566 -4.560 -0.335  1.297
Cl -6.618 -5.131 1.158  -0.226
C -6.151 -4.283 -0.223  0.085
C -7.081 -3.616 -1.046  -0.294
C -6.706 -2.702 -1.989  0.585
Cl -7.822 -1.740 -2.819  -0.316
C -5.340 -2.416 -2.250  0.513
C -4.962 -1.525 -3.239  -0.815
C -3.611 -1.369 -3.501  -0.575
C -2.671 -2.155 -2.911  -0.403
N -2.972 -2.955 -1.851  -0.123
C -4.307 -3.107 -1.510  0.193
C -4.708 -3.995 -0.405  0.172
O -3.813 -4.537 0.401  -0.649
H -8.154 -3.719 -0.775  0.328
H -5.714 -1.098 -3.886  0.385
H -3.294 -0.647 -4.292  0.324
H -1.632 -2.180 -3.341  0.336
C 2.712 7.711 -4.938  -1.456
C 3.882 6.792 -4.626  0.558
C 4.552 6.039 -5.841  -1.438
P 3.477 5.453 -3.245  -0.513
C 5.222 5.483 -2.505  0.746
C 5.217 5.490 -1.008  -1.331
C 5.901 4.251 -3.054  -1.578
C 2.490 6.607 -2.183  0.534
C 3.048 7.688 -1.451  0.024
C 2.300 8.530 -0.589  0.486
C 2.964 9.742 -0.061  -1.543
C 0.928 8.356 -0.649  -1.142
C 0.384 7.202 -1.263  -0.694
C 1.119 6.274 -1.935  -0.243
N 0.518 5.162 -2.458  0.483
C -0.665 4.598 -2.001  -0.698
C -0.716 4.104 -0.683  1.343
C 0.533 4.040 0.090  -1.703
C -1.952 3.770 -0.072  -0.666
C -3.173 3.929 -0.712  0.704
C -4.468 3.858 0.055  -1.522
C -3.156 4.335 -2.044  -0.831
C -1.979 4.784 -2.702  0.932
C -2.086 5.531 -3.996  -1.285
H 2.973 8.442 -5.673  0.502
H 2.400 8.242 -4.060  0.279
H 1.824 7.159 -5.368  0.243
H 4.741 7.455 -4.267  0.208
H 3.919 5.193 -6.136  0.337
H 5.600 5.759 -5.631  0.297
H 4.615 6.804 -6.664  0.427
H 5.727 6.451 -2.878  0.294
H 4.972 4.424 -0.651  0.313
H 4.599 6.256 -0.402  0.262
H 6.282 5.638 -0.596  0.367
H 5.354 3.384 -2.697  0.380
H 5.945 4.264 -4.121  0.377
H 6.932 4.178 -2.672  0.419
H 4.074 7.886 -1.769  0.592
H 3.794 9.453 0.547  0.382
H 2.349 10.358 0.595  0.393
H 3.301 10.465 -0.845  0.283
H 0.321 8.995 -0.061  0.355
H -0.674 7.087 -1.344  0.480
H 0.606 3.005 0.470  0.622
H 0.564 4.713 0.972  0.263
H 1.492 4.200 -0.463  0.035
H -1.846 3.284 0.910  0.357
H -5.258 3.563 -0.675  0.362
H -4.673 4.873 0.452  0.273
H -4.515 3.185 0.927  0.354
H -4.122 4.349 -2.554  0.263
H -1.236 5.294 -4.671  0.312
H -1.996 6.626 -3.830  0.245
H -3.136 5.427 -4.498  0.329
O -0.624 -3.189 1.236  -0.762
H 1.059 4.598 -3.147  0.228
H -0.456 -3.566 2.128  0.254
C -0.513 -4.820 -2.822  -1.396
H -1.207 -4.601 -3.697  0.261
H -0.011 -5.795 -3.139  0.193
H 0.238 -3.991 -2.918  0.314
O 1.772 -0.722 1.167  -0.670
H 2.196 -1.019 0.315  0.301
H 0.920 -1.257 1.100  0.288
F -1.585 -7.389 2.296  -0.299
C -2.227 -6.455 1.573  -0.275
F -2.837 -7.220 0.549  -0.316
H -2.933 -5.929 2.228  0.226
N 5.070 -6.362 -0.435  -0.581
C 3.938 -6.580 -0.468  0.069
C 2.635 -7.161 -0.522  0.330
C 2.292 -8.413 -1.112  -0.224
C 0.989 -8.746 -1.326  -0.742
C -0.010 -7.868 -0.799  -0.156
N 0.294 -6.666 -0.314  -0.052
C 1.575 -6.302 -0.196  -0.350
H 3.101 -9.076 -1.542  0.336
H 0.737 -9.647 -1.868  0.409
H -1.071 -8.072 -0.935  0.339
H 1.641 -5.323 0.171  0.615
C 1.586 -3.163 4.330  -1.443
C 2.286 -4.408 4.408  0.882
C 3.266 -4.638 3.365  -0.407
C 4.244 -5.590 3.445  -0.593
C 4.220 -6.444 4.497  0.568
C 3.228 -6.370 5.515  -0.582
C 2.255 -5.380 5.497  -0.679
C 5.181 -7.515 4.599  0.068
N 5.831 -8.484 4.783  -0.690
H 1.508 -2.605 3.405  0.392
H 0.843 -3.032 5.069  0.278
H 3.261 -3.933 2.505  0.286
H 5.042 -5.745 2.677  0.341
H 3.212 -7.112 6.305  0.364
H 1.443 -5.425 6.211  0.283
I -4.078 -1.524 8.837  -0.010
C -4.655 -3.636 8.714  0.202
C -5.994 -3.889 8.397  -0.220
C -6.323 -5.228 8.188  -0.291
C -5.290 -6.156 8.419  -0.293
C -4.088 -5.762 8.942  -0.322
N -3.690 -4.491 8.920  -0.457
H -6.758 -3.127 8.185  0.302
H -7.354 -5.523 7.928  0.351
H -5.556 -7.199 8.251  0.324
H -3.460 -6.458 9.423  0.416

Summary:
molecular weight	1219.75	g mol⁻¹
lowest unoccupied orbital energy	2.80	eV
gap between HOMO and LUMO	3.00	eV
net charge	-2

[2]
Formula: C9H16N3
Source: the Open Molecules 2025 dataset
Level of theory: ωB97M-V/def2-TZVPD

Each line ends with the Mulliken charge.
CARTESIAN COORDINATES (ANGSTROEM)
C -3.860 1.360 0.244  -1.256
C -2.786 0.356 0.051  0.532
C -2.884 -0.931 -0.433  -0.526
N -1.611 -1.472 -0.386  0.014
C -0.726 -0.527 -0.018  -0.416
C 0.699 -0.891 0.245  1.458
C 1.202 -0.351 1.554  -1.430
N 1.007 -2.300 0.022  -0.788
C 1.620 -0.149 -1.158  -0.376
C 1.845 1.368 -1.236  -0.539
C 2.948 0.364 -0.949  -0.469
N -1.446 0.560 0.335  0.010
H -4.612 1.480 -0.479  0.386
H -4.377 1.052 1.193  0.299
H -3.301 2.197 0.522  0.329
H -3.603 -1.345 -1.118  0.370
H -1.356 -2.360 -0.648  0.170
H 1.019 -0.988 2.372  0.470
H 0.680 0.618 1.808  0.318
H 2.323 -0.182 1.462  0.169
H 1.979 -2.601 -0.149  0.251
H 0.652 -2.892 0.771  0.245
H 1.413 -0.905 -1.962  0.472
H 1.376 1.677 -0.313  0.191
H 1.835 1.992 -2.098  0.326
H 3.609 0.101 -1.804  0.258
H 3.378 0.361 0.018  0.191
H -1.113 1.523 0.490  0.341

Summary:
molecular weight	166.25	g mol⁻¹
energy relative to the best compared isomer or geometry (same formula, charge and spin)	75.44	kcal per mole
lowest unoccupied orbital energy	-2.75	eV
structure (SMILES)	Cc1c[nH+]c([C@@](C)(N)C2CC2)[nH]1
gap between HOMO and LUMO	10.16	eV
net charge	+1

[3]
Formula: C24H39ClN5O16S
Source: the Open Molecules 2025 dataset
Level of theory: ωB97M-V/def2-TZVPD

Each line ends with the Mulliken charge.
CARTESIAN COORDINATES (ANGSTROEM)
C -0.781 -2.917 0.600  -1.214
C -0.447 -1.387 0.752  0.252
O 0.924 -1.047 0.332  -0.260
N 0.992 0.313 0.505  0.040
C 1.283 0.909 1.643  0.438
N 1.269 2.281 1.676  -0.480
C 1.568 2.539 2.988  -0.307
N 1.615 3.855 3.461  0.241
C 2.040 4.815 2.394  -0.871
C 0.265 4.320 3.890  0.242
C -1.055 3.922 3.184  -0.849
O 0.209 5.062 4.795  -0.418
N 1.786 1.394 3.671  0.234
C 2.119 1.306 5.101  -0.502
S 0.595 1.803 6.057  1.021
O 0.925 2.996 6.780  -0.543
O 0.124 0.710 6.870  -0.512
N 1.604 0.325 2.825  -0.056
Cl 1.768 -1.290 3.261  0.126
H -1.070 -3.293 1.608  0.337
H 0.052 -3.543 0.232  0.293
H -1.693 -2.990 -0.018  0.243
H -0.644 -1.111 1.813  0.369
H -1.100 -0.741 0.113  0.150
H 0.780 0.891 -0.308  0.215
H 3.064 4.604 2.042  0.325
H 1.297 4.824 1.565  0.393
H 2.036 5.819 2.869  0.357
H -1.043 2.920 2.711  0.273
H -1.310 4.687 2.420  0.310
H -1.868 3.947 3.940  0.351
H 2.986 1.941 5.367  0.309
H 2.348 0.273 5.422  0.433
H -0.404 2.066 5.127  0.091
C -3.292 -1.238 -5.097  -1.490
C -2.331 -1.148 -3.940  0.655
C -2.543 -2.195 -2.883  -0.492
O -2.067 -1.531 -1.702  -0.227
C -2.223 -0.201 -1.908  0.640
O -2.101 0.626 -1.045  -0.623
O -2.525 0.069 -3.191  -0.348
H -3.271 -2.228 -5.551  0.377
H -4.314 -1.012 -4.777  0.398
H -3.036 -0.509 -5.849  0.232
H -1.302 -1.159 -4.308  0.297
H -1.971 -3.101 -3.075  0.367
H -3.592 -2.462 -2.733  0.288
C -0.528 1.905 -10.183  -1.458
C -1.350 0.810 -9.544  0.482
C -2.455 1.315 -8.658  -0.538
O -2.593 0.252 -7.710  -0.372
C -1.385 -0.372 -7.633  0.667
O -1.082 -1.177 -6.806  -0.543
O -0.562 0.042 -8.626  -0.314
H -1.160 2.599 -10.739  0.377
H 0.036 2.459 -9.430  0.349
H 0.203 1.477 -10.870  0.357
H -1.734 0.131 -10.311  0.245
H -3.386 1.472 -9.200  0.325
H -2.198 2.232 -8.120  0.318
C -0.161 -1.890 8.447  -1.407
C -0.161 -3.390 8.637  0.524
C -1.296 -4.093 7.940  -0.436
O -1.494 -5.244 8.759  -0.334
C -1.070 -4.918 10.014  0.624
O -1.268 -5.574 10.981  -0.500
O -0.392 -3.735 10.005  -0.356
H -0.166 -1.624 7.391  0.346
H -1.024 -1.433 8.933  0.330
H 0.725 -1.452 8.909  0.360
H 0.807 -3.808 8.341  0.238
H -1.043 -4.385 6.921  0.298
H -2.223 -3.512 7.924  0.320
C 2.749 -1.216 -2.223  -1.218
C 3.354 -0.663 -3.492  0.509
C 3.925 0.723 -3.344  -0.450
O 3.782 1.256 -4.658  -0.335
C 2.732 0.609 -5.241  0.585
O 2.220 0.938 -6.257  -0.500
O 2.350 -0.467 -4.492  -0.304
H 3.466 -1.199 -1.400  0.399
H 1.862 -0.650 -1.936  0.036
H 2.424 -2.247 -2.376  0.424
H 4.099 -1.358 -3.890  0.276
H 4.972 0.712 -3.044  0.329
H 3.362 1.354 -2.648  0.243

Summary:
molecular weight	721.12	g mol⁻¹
energy relative to the best compared isomer or geometry (same formula, charge and spin)	0.00	kcal per mole
lowest unoccupied orbital energy	-3.93	eV
gap between HOMO and LUMO	8.39	eV
net charge	+1